An isolated ion of composition C3H9N2O2 and charge +1 in a non-equilibrium geometry. Source: the OMol25 dataset; level of theory: ωB97M-V/def2-TZVPD.

Last column: Löwdin charge in e.
Geometry (Å):
C -0.91345 1.99522 1.05701  0.00
C 1.96765 -0.58731 0.76232  -0.08
C -0.98164 -1.30705 -1.82095  -0.02
N -0.02770 0.94009 0.82061  0.12
N 0.03041 0.11314 -0.09166  -0.11
O 1.08044 -0.68413 -0.22301  0.00
O -1.03727 -0.19425 -0.91508  0.00
H -0.37325 2.75425 1.55962  0.09
H -1.63628 1.54104 1.83062  0.16
H -1.40433 2.28658 0.19537  0.08
H 2.51924 -1.51143 0.55144  0.13
H 1.56174 -0.86579 1.74280  0.12
H 2.58184 0.37746 0.77548  0.15
H -2.02612 -1.25403 -2.38963  0.16
H -1.23567 -2.22800 -1.34260  0.08
H -0.10562 -1.37581 -2.51235  0.12

F_max: 5.1 eV/A
Kohn-Sham gap: 10.68 eV
Calculated total energy: -379.2160 Eh
Highest occupied orbital energy: -15.677 eV
LUMO energy: -4.993 eV
Charge: +1
SMILES: CN=[N+](OC)OC

---

A 7-piece molecular cluster, C14H33ClN4O10 overall in a non-equilibrium geometry. Source: the OMol25 dataset; level of theory: ωB97M-V/def2-TZVPD.

Last column: Löwdin charge in e.
Geometry (Å):
N 0.26809 -2.59813 2.06295  0.29
H 0.56621 -2.62264 1.09826  0.02
H 1.06753 -2.84137 2.63024  0.13
H -0.52283 -3.20898 2.20925  0.14
H -0.04073 -1.66343 2.28889  0.04
N 2.44284 0.48616 3.99925  0.29
H 1.55591 0.15682 3.64569  0.04
H 2.53851 -0.11110 4.80809  0.12
H 2.25212 1.42369 4.32293  0.09
H 3.17303 0.23832 3.34695  0.14
N 0.35728 0.69888 0.02207  0.31
H 0.60620 1.67277 -0.07625  0.07
H 0.96939 0.00859 -0.38893  0.07
H -0.59954 0.64055 -0.29606  0.04
H 0.37517 0.49015 1.01011  0.06
C 3.64650 -2.24092 -2.81026  0.12
C 3.69172 -3.58878 -3.03610  -0.29
C 2.77612 -4.59658 -2.37792  -0.38
O 2.78386 -5.87604 -2.54632  -0.03
C 1.93737 -4.23288 -1.38766  0.02
C 1.73159 -2.77111 -1.08770  -0.28
C 2.73125 -1.74014 -1.79709  -0.26
O 2.59896 -0.56096 -1.48297  0.09
O 0.90801 -2.24448 -0.34418  -0.05
O 4.65841 -3.88739 -3.82156  0.08
H 4.41604 -1.55605 -3.13453  0.14
H 1.36733 -4.94101 -0.80456  0.11
O 0.79880 3.10563 3.77873  -0.42
C -0.49166 2.62195 3.35650  -0.39
C -0.83196 1.01321 3.38035  -0.31
O 0.00658 0.04231 2.71850  -0.44
H -0.61037 2.99974 2.34098  0.05
H -1.33212 3.14856 3.80864  0.06
H -1.81962 0.88949 2.93613  0.05
H -1.08236 0.61467 4.36349  0.07
Cl 2.32564 3.77934 -0.98440  0.60
O 2.50883 5.15985 -0.68494  -0.36
O 2.86569 3.37042 -2.24692  -0.37
O 3.16789 3.20562 0.01791  -0.39
O 0.94995 3.40116 -0.82628  -0.39
C -2.81218 2.56441 0.21039  -0.06
C -2.91373 1.70428 -1.05272  -0.26
N -2.10366 0.53295 -1.07232  -0.22
C -1.76735 0.09674 -2.44131  -0.24
C -0.87380 0.98288 -3.31910  -0.06
C -2.70594 -0.52510 -0.19359  -0.23
C -3.71511 -1.53609 -0.77111  -0.08
H -3.39606 3.43007 -0.10233  0.07
H -1.78869 2.87981 0.41311  0.06
H -3.19643 2.17094 1.15148  0.06
H -3.94698 1.38066 -1.17829  0.11
H -2.69439 2.34836 -1.90427  0.11
H -1.34224 -0.90494 -2.37798  0.11
H -2.68333 -0.03131 -3.01810  0.11
H -0.98257 0.62396 -4.34254  0.07
H -1.16749 2.02778 -3.41930  0.07
H 0.15303 0.80188 -3.00137  0.07
H -3.04618 -0.08729 0.74484  0.11
H -1.94319 -1.13676 0.28826  0.09
H -4.10837 -2.12268 0.05917  0.07
H -3.17653 -2.16797 -1.47733  0.07
H -4.50043 -0.91845 -1.20685  0.07

F_max: 7.4 eV/A
Kohn-Sham gap (spin up / spin down): 4.74 / 3.02 eV
Calculated total energy: -1984.4014 Eh
Highest occupied orbital energy (spin up / spin down): -3.526 / -3.526 eV
LUMO energy (spin up / spin down): 1.214 / -0.503 eV
Charge: -1
Spin multiplicity: 2
Expectation value of S²: 0.79

---

One molecule with the formula H4N2O2S in a non-equilibrium geometry. Source: the OMol25 dataset; level of theory: ωB97M-V/def2-TZVPD.

Last column: Löwdin charge in e.
Geometry (Å):
N 1.08284 -1.59845 -1.41248  -0.25
N -1.26169 0.16530 0.66218  -0.04
O 0.50123 0.86518 -1.05444  -0.32
O 1.14975 -0.59771 0.85249  -0.29
S 0.37277 -0.67644 -0.51629  0.69
H -1.20535 1.01029 0.14365  -0.03
H -2.27160 -0.26768 0.55076  0.09
H 1.24834 1.37832 -0.64322  0.10
H 0.38370 -0.27881 1.41735  0.05

F_max: 4.7 eV/A
Kohn-Sham gap (spin up / spin down): 9.00 / 7.10 eV
Calculated total energy: -660.3427 Eh
Highest occupied orbital energy (spin up / spin down): -8.415 / -9.731 eV
LUMO energy (spin up / spin down): 0.588 / -2.634 eV
Charge: 0
Spin multiplicity: 3
Expectation value of S²: 2.01

---

A 4-piece molecular cluster, C22H57N3O9P overall in a non-equilibrium geometry. Source: the OMol25 dataset; level of theory: ωB97M-V/def2-TZVPD.

Last column: Löwdin charge in e.
Geometry (Å):
C 2.17841 0.05484 1.48301  -0.11
C 2.01432 -0.08081 -0.14247  -0.25
O 1.31235 -1.28901 -0.60204  -0.17
C 2.01490 -2.52540 -0.22546  -0.40
C 1.68672 -3.93589 -0.99322  -0.18
O 2.46657 -4.94353 -0.20032  -0.47
P 3.93724 -4.09371 0.30026  0.39
O 3.48400 -2.44947 -0.19253  -0.38
H 3.14112 0.72265 1.69807  0.08
H 1.27973 0.61006 1.98656  0.06
H 2.33781 -0.95289 2.05566  0.08
H 3.06689 0.09679 -0.63798  0.11
H 1.34342 0.84545 -0.48465  0.11
H 1.59786 -2.72319 0.85950  0.13
H 2.15390 -4.12960 -2.07404  0.13
H 0.56892 -4.27409 -0.81399  0.12
H 4.41970 -5.29345 0.99132  -0.06
H 4.41061 -4.44843 -1.01617  -0.03
H 5.28146 -3.61744 0.54636  -0.05
H 3.43905 -3.64617 1.58613  -0.02
C -2.29058 2.92614 -2.34459  -0.10
O -2.99303 2.00898 -1.51627  -0.25
C -2.12597 1.27056 -0.64528  -0.18
C -2.39761 1.65344 0.81779  -0.19
N -1.93833 3.01851 1.09925  -0.05
C -2.38337 3.52607 2.40198  -0.20
C -3.89725 3.73705 2.59351  -0.21
O -4.44055 4.77660 1.77690  -0.18
C -4.84707 4.35592 0.48144  -0.09
H -3.00535 3.36998 -3.04345  0.09
H -1.84983 3.72859 -1.74736  0.08
H -1.51394 2.41481 -2.92062  0.09
H -1.06888 1.39982 -0.90406  0.11
H -2.37193 0.21211 -0.78053  0.12
H -1.87372 0.95301 1.47714  0.13
H -3.47299 1.55734 0.99436  0.08
H -2.29095 3.64172 0.37521  0.07
H -1.88815 4.49426 2.54331  0.12
H -2.00835 2.86385 3.19086  0.12
H -4.05068 4.06563 3.63002  0.12
H -4.47212 2.81053 2.48605  0.11
H -5.20346 3.32134 0.46851  0.08
H -4.02965 4.48871 -0.22988  0.07
H -5.66727 5.00474 0.15780  0.09
C 8.61922 2.44159 1.20067  -0.12
O 7.43328 2.26097 0.43801  -0.20
C 7.65882 2.36939 -0.97375  -0.21
C 7.41524 1.01254 -1.65242  -0.21
N 8.46627 0.05089 -1.30009  -0.06
C 8.16373 -1.32240 -1.71881  -0.20
C 6.96631 -2.01543 -1.04136  -0.22
O 7.16160 -2.26879 0.35160  -0.21
C 6.78872 -1.19375 1.20348  -0.11
H 8.34551 2.44629 2.25961  0.09
H 9.31883 1.61925 1.02985  0.08
H 9.09476 3.39701 0.96096  0.08
H 8.65563 2.76100 -1.20639  0.12
H 6.92490 3.08711 -1.35499  0.11
H 7.40117 1.15013 -2.73901  0.12
H 6.43197 0.65218 -1.33591  0.10
H 8.59454 0.05686 -0.28990  0.07
H 9.06074 -1.91630 -1.50605  0.11
H 8.02490 -1.34241 -2.80593  0.11
H 6.85625 -3.00326 -1.50818  0.12
H 6.01863 -1.49471 -1.21801  0.10
H 5.95616 -0.60851 0.80114  0.09
H 7.65040 -0.55190 1.39670  0.06
H 6.47740 -1.61663 2.16405  0.09
C -9.04938 -3.04042 0.25180  -0.12
O -7.86703 -2.77064 0.99343  -0.20
C -6.70756 -3.40858 0.44175  -0.20
C -5.72649 -2.35175 -0.08889  -0.20
N -6.25485 -1.69952 -1.29264  -0.06
C -5.48123 -0.52301 -1.70511  -0.18
C -5.48454 0.68849 -0.75365  -0.22
O -6.76078 1.32018 -0.63183  -0.19
C -7.60102 0.76154 0.36935  -0.10
H -9.89606 -2.60649 0.79135  0.09
H -8.99956 -2.57946 -0.73810  0.08
H -9.21306 -4.11785 0.15808  0.08
H -6.96487 -4.14119 -0.33168  0.12
H -6.22649 -3.95042 1.26277  0.12
H -4.77233 -2.83341 -0.32844  0.12
H -5.55620 -1.62309 0.70918  0.10
H -7.21388 -1.40636 -1.11574  0.07
H -5.89935 -0.19789 -2.66536  0.12
H -4.44609 -0.82614 -1.90029  0.12
H -4.82089 1.44637 -1.19073  0.10
H -5.06431 0.45620 0.23119  0.10
H -7.03573 0.36095 1.21641  0.09
H -8.23973 -0.01018 -0.06460  0.07
H -8.25755 1.55512 0.74035  0.09

F_max: 4.0 eV/A
Kohn-Sham gap: 6.16 eV
Calculated total energy: -2054.9180 Eh
Highest occupied orbital energy: -4.004 eV
LUMO energy: 2.155 eV
Charge: -1